Record 1
Formula: C4H6O2
Source: OMol25
Level of theory: ωB97M-V/def2-TZVPD

Positions of all 12 atoms, in Å:
O -0.8616 -2.0434 0.9032
C -1.2714 -0.8140 1.4067
C -0.4904 0.1830 0.7304
C 0.2657 0.8284 0.0702
C 1.1446 1.2981 -0.8967
O 1.0814 0.2352 -2.1023
H 0.2993 -1.8933 0.6328
H -1.0344 -0.7659 2.4832
H -2.3538 -0.8047 1.2593
H 0.8009 2.2581 -1.2847
H 2.2083 1.2567 -0.6794
H 0.2116 0.2618 -2.5226

Cartesian forces (eV/Å) of the 3 atoms listed first:
5.699 -0.920 -1.726
0.079 -0.171 1.122
-0.694 0.868 -0.015

For the frontier orbital gap, the calculation gives 10.70 eV. As for the strongest force on any atom: 6.03 eV/Å. The calculation puts the HOMO energy at -9.99 eV. The SMILES is OCC#CCO.

=====

Record 2
Formula: C6H14AlFHgI
Source: OMol25
Level of theory: ωB97M-V/def2-TZVPD

Positions of all 24 atoms, in Å:
F 1.9856 1.8324 -2.3052
C 0.5175 1.5312 -2.1130
C 0.2990 -0.0028 -2.6481
C -1.0331 -0.7608 -2.0612
Al -1.3504 -0.5315 -0.0476
C 0.1499 -1.3288 1.1430
C 0.6127 -0.2094 2.2476
C -0.2916 -0.1999 3.6313
I -0.4742 -2.1446 4.6163
H -0.0438 2.3509 -2.7713
H 0.3104 1.6978 -0.9733
H 0.1370 0.0790 -3.8279
H 1.2890 -0.6598 -2.5318
H -2.0189 -0.5077 -2.6785
H -0.8522 -1.9273 -2.2397
H -2.7653 -1.2227 0.2934
H -1.4545 1.0256 0.3469
H -0.0993 -2.3866 1.5768
H 1.0790 -1.4873 0.4104
H 1.7828 -0.2525 2.4783
H 0.4219 0.8546 1.7407
H -1.3429 0.3318 3.4718
H 0.2968 0.5078 4.3896
Hg 2.8445 3.4107 -2.1484

Cartesian forces (eV/Å) of the 3 atoms listed first:
-5.361 -8.976 -0.822
-2.180 -0.799 -0.125
-0.339 -0.219 -1.653

For the frontier orbital gap, the calculation gives 2.34 eV. As for the strongest force on any atom: 10.59 eV/Å. The calculation puts the HOMO energy at -11.41 eV. As for the total charge: +1.

=====

Record 3
Formula: C8H34O12
Source: OMol25
Level of theory: ωB97M-V/def2-TZVPD

Positions of all 54 atoms, in Å:
C -3.4101 -0.5985 -0.9414
C -2.3069 -0.5398 0.2884
C -1.4519 0.6949 0.0605
C -0.0811 0.5913 0.3307
C 0.6457 1.7460 0.6085
C 0.1029 3.0259 0.2895
C -1.2329 3.1192 -0.0549
C -2.0116 1.9515 -0.2174
H -4.2086 0.1038 -0.6364
H -2.8788 -0.0949 -1.8234
H -3.7808 -1.6884 -1.1391
H -2.8181 -0.3281 1.2989
H -2.0021 -1.5849 0.3894
H 0.3034 -0.4559 0.6452
H 1.5931 1.7105 0.9204
H 0.6366 3.9608 0.5599
H -1.8073 4.0064 -0.3600
H -3.0911 2.0238 -0.3206
H 4.1065 0.6327 -1.1399
H 3.8166 0.9882 -2.4508
O 3.9337 1.4294 -1.6736
H -1.0877 -0.6536 -5.1575
H -2.4576 -1.2714 -4.9700
O -2.0325 -0.5821 -5.5634
H 0.1845 -2.8220 0.3303
H -0.9103 -1.9200 1.0564
O -0.3525 -2.7530 1.1889
H -2.6274 1.8351 -2.6969
H -2.8598 1.0308 -3.7850
O -2.0289 1.3631 -3.4295
H 1.7131 -2.5720 2.5504
H 1.3240 -1.9311 1.2165
O 1.8202 -1.7339 1.9800
H 0.9533 1.3699 -4.4137
H -0.4133 0.9247 -4.1057
O 0.3658 0.4876 -4.4376
H 3.6594 0.6517 1.2813
H 3.1445 -0.8266 1.3287
O 3.7813 -0.2432 0.9251
H 2.0362 -3.0577 -1.4012
H 2.8813 -2.9662 -0.2131
O 1.9832 -2.7920 -0.5424
H -3.7079 0.4488 4.0221
H -2.8139 -0.6480 3.5750
O -3.6458 -0.2325 3.4422
H 1.0191 0.6905 2.7782
H -0.3326 1.4921 3.2146
O 0.4781 1.0794 3.5550
H 4.2722 -1.6892 -0.9963
H 4.9784 -1.6187 0.4799
O 4.6766 -2.2603 -0.2595
H -0.9995 -1.0255 5.3680
H -0.6419 -0.2835 4.1319
O -1.3176 -0.5596 4.5996

Cartesian forces (eV/Å) of the 3 atoms listed first:
1.068 -0.078 0.766
-3.535 0.977 -0.597
0.771 -0.944 0.187

For the frontier orbital gap, the calculation gives 9.45 eV. As for the strongest force on any atom: 7.27 eV/Å. The calculation puts the HOMO energy at -9.37 eV.

=====

Record 4
Formula: C5H12NO
Source: OMol25
Level of theory: ωB97M-V/def2-TZVPD

Positions of all 19 atoms, in Å:
O -0.2192 2.3487 -1.3789
C 0.1252 2.0331 -0.1909
C -0.3043 0.8293 0.5271
C 0.6892 -0.2644 0.1885
C 0.5811 -1.3756 1.1991
C 0.6984 -0.7138 -1.3371
N -1.7299 0.4369 -0.0068
H 1.1731 2.4675 0.1879
H -0.3689 0.9906 1.6031
H 1.6555 0.1005 0.1783
H 1.2445 -2.1986 0.9475
H -0.3284 -1.6964 1.3063
H 0.6255 -1.1341 2.2546
H 0.8075 0.0784 -2.0804
H -0.2003 -1.4387 -1.5368
H 1.7302 -1.3121 -1.3618
H -2.4142 1.1639 0.0513
H -1.7864 0.0837 -0.9927
H -1.9783 -0.3989 0.4416

Cartesian forces (eV/Å) of the 3 atoms listed first:
0.395 -1.357 5.180
2.625 2.596 -5.196
-1.551 0.111 -0.919

For the frontier orbital gap, the calculation gives 10.78 eV. As for the strongest force on any atom: 6.37 eV/Å. The calculation puts the HOMO energy at -14.75 eV. As for the total charge: +1. The SMILES is CC(C)[C@H]([NH3+])C=O.

=====

Record 5
Formula: C27H32MnN5O3PS2
Source: OMol25
Level of theory: ωB97M-V/def2-TZVPD

Positions of all 71 atoms, in Å:
Mn 1.2305 0.7758 -0.0891
O -0.1056 3.1867 3.0239
S -0.2080 2.5264 1.7799
O 0.8927 2.6217 0.8375
O -0.3786 0.9232 2.0192
C -1.7569 2.7927 1.0243
C -2.1254 4.0426 0.5485
C -3.4059 4.1668 0.0274
C -4.2797 3.0827 0.0115
C -3.8963 1.8467 0.5169
C -2.6082 1.6987 1.0132
P -1.9083 0.2975 1.8614
C -2.6039 0.0846 3.4372
C -3.4127 -1.0368 3.6624
C -4.0512 -1.1660 4.8861
C -3.8687 -0.2012 5.8663
C -3.0565 0.9087 5.6416
C -2.4249 1.0651 4.4255
C -1.7792 -1.1883 0.9748
C -0.7164 -2.0457 1.2808
C -0.6772 -3.2957 0.6893
C -1.6846 -3.6817 -0.1834
C -2.7274 -2.8191 -0.5073
C -2.7825 -1.5657 0.0718
H -1.4511 4.8891 0.5907
H -3.7324 5.1247 -0.3552
H -5.2798 3.2085 -0.3819
H -4.6013 1.0253 0.5310
H -3.5345 -1.8009 2.9048
H -4.6772 -2.0263 5.0794
H -4.3574 -0.3158 6.8252
H -2.9179 1.6467 6.4200
H -1.7912 1.9275 4.2583
H 0.0630 -1.7568 1.9757
H 0.1402 -3.9676 0.9124
H -1.6585 -4.6700 -0.6226
H -3.4975 -3.1283 -1.2015
H -3.6058 -0.9025 -0.1639
C 5.8035 2.6438 -2.2099
C 5.4515 1.9638 -0.9388
N 6.2464 1.7387 0.0511
N 5.4623 1.0854 0.9728
C 4.1975 0.9201 0.6005
S 2.9152 0.2288 1.4722
N 4.1885 1.4728 -0.6426
N 3.0508 1.5007 -1.4487
H 6.7792 3.1081 -2.0921
H 5.0808 3.4219 -2.4614
H 5.8532 1.9325 -3.0356
H 5.8604 0.8053 1.8553
H 3.1089 0.7042 -2.1090
H 3.0588 2.3860 -1.9504
C 1.0916 -4.0047 -2.7666
C 1.5740 -2.6277 -3.2257
C 3.0413 -2.7196 -3.6633
C 0.7119 -2.1551 -4.4046
C 1.4634 -1.6432 -2.1147
C 1.3742 -0.8561 -1.1871
H 1.1126 -4.7063 -3.6026
H 0.0676 -3.9473 -2.3978
H 1.7276 -4.3997 -1.9720
H 3.1480 -3.4283 -4.4872
H 3.6736 -3.0548 -2.8403
H 3.4047 -1.7491 -4.0086
H 0.8362 -2.8217 -5.2601
H 0.9994 -1.1490 -4.7175
H -0.3466 -2.1479 -4.1329
N -0.2691 1.2651 -1.4841
H 0.2761 1.5121 -2.3023
H -0.9310 2.0242 -1.3448
H -0.7764 0.4240 -1.7438

Cartesian forces (eV/Å) of the 3 atoms listed first:
0.821 -0.491 -0.701
-0.045 0.051 -0.079
0.843 0.179 0.088

For the frontier orbital gap (spin up / spin down), the calculation gives 7.02 / 6.76 eV. As for the strongest force on any atom: 1.19 eV/Å. As for the spin multiplicity: 2. The calculation puts the HOMO energy (spin up / spin down) at -13.11 / -12.85 eV. As for the total charge: +2.

=====

Record 6
Formula: C6H11N2
Source: OMol25
Level of theory: ωB97M-V/def2-TZVPD

Positions of all 19 atoms, in Å:
C -1.0562 -1.9834 0.1206
C -1.5867 -1.0137 -0.5379
C 1.4231 -0.3566 -0.4319
C 0.2903 0.4569 0.0827
C 2.8335 -0.0051 -0.0202
C -1.9631 1.2284 0.5628
N 0.7674 -0.6862 0.8045
N -1.1364 0.3949 -0.4012
H -1.0315 -2.9422 0.5930
H -2.3394 -1.0938 -1.3541
H 1.3774 -0.8772 -1.2892
H 0.6800 1.3185 0.5711
H 3.0545 1.0061 -0.5438
H 3.4629 -0.7358 -0.3186
H 2.7112 0.2422 0.9673
H -1.3171 1.4092 1.3945
H -2.1617 2.1592 0.0992
H -2.9025 0.7209 1.0122
H -1.1056 0.7577 -1.3112

Cartesian forces (eV/Å) of the 3 atoms listed first:
2.172 1.910 1.358
-0.966 -0.210 -1.294
0.136 1.132 2.276

For the frontier orbital gap (spin up / spin down), the calculation gives 8.69 / 9.30 eV. As for the strongest force on any atom: 6.31 eV/Å. The calculation puts the HOMO energy (spin up / spin down) at -13.55 / -14.01 eV. As for the total charge: +1.